(w)
Computed, not measured: the molecule CH2N2O3, with wB97M-V/def2-TZVPD.

Structure (XYZ):
```
8
CH2N2O3 (wB97M-V/def2-TZVPD)
C -0.0394 -0.2334 -0.0277
N 1.3457 -0.3115 0.0111
N -0.4646 1.0526 0.0038
O -0.7588 -1.2238 -0.0603
O 2.1326 0.6345 -0.0006
O -1.7654 1.1444 0.0167
H 1.7061 -1.2840 0.0701
H -2.1563 0.2212 -0.0129
```

Its total charge is 0. The orbital gap (alpha / beta) comes out at 7.880 / 9.127 eV.

These are the natural (NBO) partial charges, in e, on atoms 1 to 6: number 1, C, carries 0.59; number 2, N, carries -0.12; number 3, N, carries -0.05; number 4, O, carries -0.63; number 5, O, carries -0.25; number 6, O, carries -0.40

(x)
Computed, not measured: a cluster of 2 separate species, CH2N2O3 in total, with wB97M-V/def2-TZVPD.

Structure (XYZ):
```
8
CH2N2O3 (wB97M-V/def2-TZVPD)
O 1.4288 -0.6137 -0.7312
N 1.1819 0.5275 -0.4899
O 1.2600 1.0713 0.5871
H 0.9129 1.1255 -1.3077
C -0.9426 -1.0211 0.8642
N -1.2719 -0.2696 0.0536
O -1.5702 0.3855 -0.8595
H -0.9989 -1.2055 1.8834
```

The SMILES is O=[NH+][O-].C#[N+][O-]. Its total charge is 0. The orbital gap comes out at 10.712 eV.

These are the natural (NBO) partial charges, in e, on atoms 1 to 6: number 1, O, carries -0.35; number 2, N, carries 0.39; number 3, O, carries -0.38; number 4, H, carries 0.34; number 5, C, carries -0.05; number 6, N, carries 0.21

(y)
Computed, not measured: a cluster of 2 separate species, CH2N2O3 in total, with wB97M-V/def2-TZVPD.

Structure (XYZ):
```
8
CH2N2O3 (wB97M-V/def2-TZVPD)
O 0.6938 2.6903 0.1014
N 1.3494 1.6417 0.1062
C 0.9500 0.4258 -0.1442
N 1.4083 -0.6853 -0.0024
O 1.5424 -1.8357 -0.1475
O -1.5572 -0.8960 -0.0120
H -2.1073 -0.4419 0.7900
H -2.2795 -0.8989 -0.6916
```

The SMILES is O=NC#[N+][O-].O. Its total charge is 0. The orbital gap (alpha / beta) comes out at 7.540 / 7.549 eV.

These are the natural (NBO) partial charges, in e, on atoms 1 to 6: number 1, O, carries -0.27; number 2, N, carries 0.07; number 3, C, carries 0.20; number 4, N, carries 0.26; number 5, O, carries -0.26; number 6, O, carries -0.94

(z)
Computed, not measured: a cluster of 2 separate species, CH2N2O3 in total, with wB97M-V/def2-TZVPD.

Structure (XYZ):
```
8
CH2N2O3 (wB97M-V/def2-TZVPD)
C -0.0542 -0.2895 0.0110
N -2.0291 1.3683 0.5589
N -1.0206 -1.1881 0.0509
O -1.9954 -0.9579 -0.7436
O -2.7410 0.7535 -0.0653
O -1.0379 -2.1057 0.8650
H -0.0005 0.4421 -0.7751
H 0.6074 -0.2100 0.8600
```

Its total charge is 0. The orbital gap (alpha / beta) comes out at 8.214 / 7.399 eV.

These are the natural (NBO) partial charges, in e, on atoms 1 to 6: number 1, C, carries -0.23; number 2, N, carries 0.31; number 3, N, carries 0.37; number 4, O, carries -0.38; number 5, O, carries -0.02; number 6, O, carries -0.46

Ranking the structures above from most stable to least stable yields (w), (x), (y), (z).